No. 1
{"formula": "C3H5IO4S", "method": "ωB97M-V/def2-TZVPD", "elements": ["C", "S", "O", "O", "C", "O", "O", "C", "I", "H", "H", "H", "H", "H"], "xyz": [[-0.864, -1.421, 0.847], [0.260, -1.228, -0.591], [0.995, -2.459, -0.747], [-0.589, -0.950, -1.736], [1.429, 0.198, -0.389], [2.443, 0.110, -0.946], [1.193, 1.311, 0.391], [-0.095, 1.890, 0.179], [-0.231, 3.165, -1.557], [-1.288, -2.442, 0.842], [-0.316, -1.159, 1.779], [-1.710, -0.706, 0.747], [-0.301, 2.531, 1.064], [-0.925, 1.160, 0.117]], "e_above_lowest_kcal_mol": 0.0, "lumo_energy_ev": -0.2, "total_charge": 0, "homo_ev": -10.068}

No. 2
{"formula": "C3H5InLiO3", "method": "ωB97M-V/def2-TZVPD", "elements": ["H", "O", "C", "C", "O", "C", "O", "Li", "In", "H", "H", "H", "H"], "xyz": [[2.426, 1.443, -0.991], [-1.529, 0.400, -0.234], [-0.869, -0.840, -0.136], [0.470, -0.824, 0.575], [1.547, -0.241, -0.207], [1.820, 1.014, -0.147], [1.057, 1.908, 0.235], [-3.091, 0.205, -1.168], [-0.851, 1.947, 0.483], [-0.718, -1.275, -1.139], [-1.484, -1.556, 0.440], [0.798, -1.856, 0.736], [0.425, -0.324, 1.553]], "lumo_energy_ev": -18.0, "total_charge": 3, "homo_ev": -25.268}

No. 3
{"formula": "C3H5Li2MgO4", "method": "ωB97M-V/def2-TZVPD", "elements": ["H", "Li", "O", "O", "C", "C", "O", "C", "H", "H", "H", "H", "O", "Mg", "Li"], "xyz": [[1.176, -1.672, -0.798], [-0.017, 2.158, -1.238], [2.590, -0.593, 0.230], [0.431, -0.578, 0.785], [-0.920, -1.058, 0.519], [-1.621, -0.048, -0.391], [-1.343, 1.263, -0.015], [1.446, -0.892, -0.063], [-0.869, -2.063, 0.081], [-1.397, -1.109, 1.506], [-2.701, -0.281, -0.358], [-1.294, -0.236, -1.434], [1.364, 2.104, -0.063], [0.146, 1.527, 1.209], [3.010, 1.479, 0.030]], "lumo_energy_ev": -4.3, "total_charge": 1, "homo_ev": -12.568}

No. 4
{"formula": "C3H5LuO3", "method": "ωB97M-V/def2-TZVPD", "elements": ["H", "C", "C", "O", "C", "O", "Lu", "O", "H", "H", "H", "H"], "xyz": [[0.255, -0.716, -1.734], [0.713, -1.016, -0.772], [-0.309, -1.142, 0.348], [-1.205, 0.007, 0.393], [-0.717, 1.199, 0.380], [-1.722, 2.042, 0.418], [1.867, 1.846, 0.125], [1.701, -0.235, -0.127], [1.126, -2.034, -0.903], [0.652, -0.893, 1.160], [-0.971, -1.995, 0.160], [-1.389, 2.937, 0.553]], "e_above_lowest_kcal_mol": 21.5, "lumo_energy_ev": [-4.6, -5.7], "total_charge": 1, "homo_ev": [-11.586, -14.032], "spin_multiplicity": 2}

No. 5
{"formula": "C3H5LuO4", "method": "ωB97M-V/def2-TZVPD", "elements": ["C", "C", "O", "Lu", "H", "H", "H", "H", "H", "O", "C", "O", "O"], "xyz": [[-1.359, 1.779, -1.179], [-1.787, 1.037, 0.060], [-1.106, -0.064, 0.407], [0.799, -1.348, 0.268], [-2.018, 2.643, -1.333], [-0.324, 2.133, -1.079], [-1.427, 1.123, -2.058], [-2.875, 0.774, 0.089], [-1.769, 1.689, 0.994], [2.788, -1.170, 1.074], [3.017, -2.466, 0.965], [1.970, -3.134, 0.525], [4.093, -2.997, 1.268]], "e_above_lowest_kcal_mol": 15.2, "lumo_energy_ev": [-6.5, -9.1], "total_charge": 1, "homo_ev": [-12.794, -12.661], "spin_multiplicity": 2}

No. 6
{"formula": "C3H5MgO3Yb", "method": "ωB97M-V/def2-TZVPD", "elements": ["O", "C", "C", "O", "C", "Mg", "H", "H", "H", "H", "Yb", "O", "H"], "xyz": [[2.607, 0.403, -0.360], [2.876, 0.991, 0.794], [1.933, 1.471, 1.632], [0.618, 1.488, 1.177], [-0.357, 0.708, 1.878], [0.703, 0.325, -0.748], [3.928, 1.080, 1.100], [2.077, 1.657, 2.696], [-1.158, 1.420, 2.126], [0.094, 0.184, 2.735], [-2.143, -2.258, -2.106], [-0.831, -0.789, -0.669], [-1.084, -0.186, 1.203]], "e_above_lowest_kcal_mol": 23.6, "lumo_energy_ev": [-3.5, -7.0], "total_charge": 1, "homo_ev": [-8.419, -11.146], "spin_multiplicity": 3}

No. 7
{"formula": "C3H5MnO4", "method": "ωB97M-V/def2-TZVPD", "elements": ["O", "C", "C", "O", "O", "C", "Mn", "H", "H", "H", "H", "O", "H"], "xyz": [[-1.988, -0.060, 0.175], [-1.174, 0.946, 0.397], [-1.251, -1.302, 0.313], [-0.992, 1.846, -0.421], [-0.150, 0.495, 1.093], [0.198, -0.822, 0.561], [0.862, 2.271, -1.379], [-1.368, -1.816, -0.647], [-1.663, -1.906, 1.125], [0.717, -1.357, -0.246], [1.429, -0.755, 0.926], [2.442, 1.586, -0.744], [2.938, 0.875, -1.152]], "e_above_lowest_kcal_mol": 128.3, "lumo_energy_ev": [-5.5, -5.9], "total_charge": 1, "homo_ev": [-13.937, -13.945], "spin_multiplicity": 6}

No. 8
{"formula": "C3H5N", "method": "ωB97M-V/def2-TZVPD", "elements": ["N", "C", "C", "C", "H", "H", "H", "H", "H"], "xyz": [[2.120, -0.057, 0.072], [0.526, -0.117, 0.234], [-0.645, -0.888, 0.027], [-0.718, 0.641, 0.036], [2.325, 0.958, -0.163], [-0.656, -1.336, -0.890], [-0.951, -1.655, 0.773], [-1.263, 1.116, 0.799], [-0.737, 1.338, -0.889]], "e_above_lowest_kcal_mol": 105.6, "lumo_energy_ev": [0.0, 0.0], "total_charge": 0, "homo_ev": [-9.430, -9.428]}

No. 9
{"formula": "C3H5N2", "method": "ωB97M-V/def2-TZVPD", "elements": ["C", "N", "C", "N", "C", "H", "H", "H", "H", "H"], "xyz": [[-1.745, 0.426, 0.239], [-1.352, -0.755, -0.016], [-0.004, -0.659, 0.068], [0.545, 0.446, -0.090], [1.462, -0.760, -0.216], [-2.836, 0.683, 0.347], [-1.054, 1.356, 0.454], [0.835, 1.482, -0.016], [2.221, -1.183, 0.408], [1.928, -1.036, -1.178]], "e_above_lowest_kcal_mol": 143.3, "lumo_energy_ev": -6.3, "total_charge": 1, "homo_ev": -16.580}

No. 10
{"formula": "C3H5N2", "method": "ωB97M-V/def2-TZVPD", "elements": ["C", "C", "C", "N", "N", "H", "H", "H", "H", "H"], "xyz": [[0.473, -1.539, -0.508], [-1.072, 1.956, 0.236], [1.730, -3.285, -1.584], [1.063, -2.489, -0.945], [0.014, 1.728, 0.770], [-1.544, 1.195, -0.518], [-1.465, 2.926, 0.325], [1.706, -4.077, -2.285], [0.531, -0.766, 0.229], [0.304, 2.479, 1.319]], "e_above_lowest_kcal_mol": 182.4, "lumo_energy_ev": [-8.1, -8.1], "total_charge": 1, "homo_ev": [-13.706, -13.703]}